Run 1
{"formula": "C4H11O2P", "method": "wB97M-V/def2-TZVPD", "orbital_gap_ev": 9.96, "e_homo_ev": -9.078, "elements": ["P", "O", "O", "C", "C", "C", "C", "H", "H", "H", "H", "H", "H", "H", "H", "H", "H", "H"], "positions_angstrom": [[-0.50, 0.09, 0.90], [2.74, 0.92, 0.63], [1.79, -1.17, 0.08], [-2.04, 1.08, 0.40], [-1.26, -1.51, 0.23], [0.39, 0.60, -0.63], [1.99, 0.16, -0.29], [2.16, 1.33, 1.31], [2.65, 0.11, -1.13], [-1.83, -1.42, -0.72], [2.62, -1.56, -0.07], [0.36, 1.57, -0.92], [-2.89, 0.43, 0.57], [-0.61, -2.17, -0.15], [-1.81, -1.89, 0.97], [-2.03, 1.40, -0.61], [-2.03, 2.09, 0.91], [0.30, -0.07, -1.48]], "lowdin_charge": [0.9257, -0.0248, -0.0595, -0.3144, -0.2736, -0.2758, -0.4856, 0.0922, 0.1276, 0.0670, 0.0737, 0.0320, 0.0217, -0.0194, -0.0204, 0.0039, 0.0458, 0.0840]}

Run 2
{"formula": "C4H11O2P", "method": "wB97M-V/def2-TZVPD", "orbital_gap_ev": [6.53, 6.85], "e_homo_ev": [-7.488, -7.760], "elements": ["P", "O", "O", "C", "C", "C", "C", "H", "H", "H", "H", "H", "H", "H", "H", "H", "H", "H"], "positions_angstrom": [[1.13, 0.11, -0.27], [0.88, -0.71, -1.58], [-1.52, 0.55, 0.34], [0.98, -0.93, 1.21], [2.51, 1.03, -0.41], [-2.45, 1.20, -0.36], [-0.27, -1.46, -1.86], [-0.23, -2.67, -1.77], [-2.74, 2.24, -0.21], [-2.21, 1.31, -1.47], [2.68, 1.63, -1.20], [-1.19, -1.30, -1.14], [-0.61, -1.09, -2.88], [3.00, 1.31, 0.49], [0.95, -0.30, 2.20], [-0.05, -1.32, 1.13], [1.84, -1.69, 1.17], [-3.51, 0.72, -0.44]], "lowdin_charge": [0.8956, -0.3262, -0.3453, -0.2048, -0.1403, -0.4181, -0.1691, 0.1324, 0.0384, 0.0590, -0.0284, 0.0956, 0.1041, 0.0061, 0.1040, 0.0337, 0.0815, 0.0818]}

Most stable to least stable, the ends of the list are run 1 and run 2.

Run 1
{"formula": "C6H8NO", "method": "wB97M-V/def2-TZVPD", "orbital_gap_ev": [7.58, 7.58], "charge": 1, "e_homo_ev": [-14.760, -14.761], "elements": ["O", "N", "C", "C", "C", "C", "C", "C", "H", "H", "H", "H", "H", "H", "H", "H"], "positions_angstrom": [[3.94, 1.12, 0.30], [3.01, 0.41, 0.17], [0.15, 1.18, -0.78], [-0.78, 0.42, -0.26], [2.00, -0.15, 0.01], [1.04, -1.21, 0.12], [-2.31, 0.64, -0.33], [-0.40, -0.81, 0.61], [-2.54, 1.32, -1.19], [0.37, 2.14, -1.18], [-0.47, -0.57, 1.78], [-2.62, -0.33, -0.12], [-2.61, 1.21, 0.54], [-1.07, -1.71, 0.45], [1.46, -2.00, 0.73], [0.84, -1.69, -0.85]], "lowdin_charge": [0.1837, -0.0249, 0.3452, -0.2809, 0.0011, -0.1571, 0.0266, -0.0983, 0.1265, 0.1097, 0.1856, 0.0581, 0.1033, 0.1430, 0.1340, 0.1445]}

Run 2
{"formula": "C6H8NO", "method": "wB97M-V/def2-TZVPD", "orbital_gap_ev": [7.60, 8.24], "charge": 1, "e_homo_ev": [-12.632, -12.708], "elements": ["O", "N", "C", "C", "C", "C", "C", "C", "H", "H", "H", "H", "H", "H", "H", "H"], "positions_angstrom": [[-0.76, -1.46, -0.27], [-0.71, 1.30, 0.06], [0.32, -0.97, 0.43], [1.73, -1.08, 0.16], [0.40, 0.71, 0.24], [1.84, 0.48, -0.18], [-1.93, -0.82, -0.26], [-1.91, 0.56, 0.42], [-1.89, 0.32, 1.54], [-2.67, -0.90, -1.02], [2.09, -1.79, -0.66], [-2.77, 1.01, -0.06], [2.14, 0.79, -1.21], [2.56, 1.12, 0.48], [2.29, -1.31, 1.03], [-0.73, 2.04, -0.69]], "lowdin_charge": [0.0702, 0.1037, -0.0728, -0.0962, -0.0512, -0.0474, -0.0138, -0.1145, 0.1725, 0.1304, 0.1619, 0.1354, 0.1356, 0.1632, 0.1020, 0.2208]}

Most stable to least stable, the ends of the list are run 2 and run 1.

Run 1
{"formula": "C5H13N3", "method": "wB97M-V/def2-TZVPD", "orbital_gap_ev": 7.83, "charge": 2, "e_homo_ev": -17.126, "elements": ["N", "N", "N", "C", "C", "C", "C", "C", "H", "H", "H", "H", "H", "H", "H", "H", "H", "H", "H", "H", "H"], "positions_angstrom": [[-1.39, 1.49, -0.66], [-0.89, -1.45, 1.47], [-2.23, -0.64, -0.95], [1.84, 0.05, -0.29], [-1.44, 0.19, -0.19], [-0.65, -0.05, 0.91], [2.48, -0.96, 0.19], [1.83, 1.32, -0.85], [-1.34, -1.34, 2.41], [2.32, -1.97, 0.59], [-2.41, -1.53, -0.55], [2.21, 1.93, -0.03], [0.94, 1.54, -1.37], [0.00, -1.90, 1.63], [-2.93, -0.08, -1.44], [-0.18, 0.76, 1.53], [-0.99, 2.21, -0.04], [-1.45, -1.92, 0.77], [-1.88, 1.92, -1.50], [2.60, 1.18, -1.68], [3.55, -0.77, 0.05]], "lowdin_charge": [0.1232, 0.2252, 0.1912, -0.0058, -0.4096, -0.0658, 0.1173, -0.0142, 0.2011, 0.1155, 0.0937, 0.1340, 0.0827, 0.1462, 0.1433, 0.1558, 0.1255, 0.1381, 0.1766, 0.1856, 0.1403]}

Run 2
{"formula": "C5H13N3", "method": "wB97M-V/def2-TZVPD", "orbital_gap_ev": 8.67, "charge": 2, "e_homo_ev": -17.558, "elements": ["N", "N", "N", "C", "C", "C", "C", "C", "H", "H", "H", "H", "H", "H", "H", "H", "H", "H", "H", "H", "H"], "positions_angstrom": [[1.35, -0.07, 1.93], [0.86, 2.21, 1.38], [-1.35, 1.13, -0.95], [-0.31, -1.10, -0.49], [-0.90, 0.12, 0.06], [0.27, -1.09, -1.92], [-0.47, -2.27, 0.17], [0.76, 0.90, 1.36], [1.34, -1.08, 1.56], [1.11, -1.85, -2.01], [-0.08, -3.22, -0.35], [-0.58, -1.44, -2.53], [-0.73, 1.16, -1.78], [0.59, -0.02, -2.06], [1.52, 2.79, 2.03], [-0.97, -2.28, 1.11], [-1.44, 0.13, 0.92], [2.03, 0.17, 2.71], [0.62, 2.92, 0.65], [-2.28, 0.89, -1.25], [-1.34, 1.99, -0.54]], "lowdin_charge": [0.1932, 0.1488, 0.2722, -0.3821, 0.0027, -0.0137, 0.1269, -0.1974, 0.1670, 0.1268, 0.1450, 0.1152, 0.1693, 0.0805, 0.1959, 0.0833, 0.1031, 0.1973, 0.1467, 0.1929, 0.1263]}

Run 3
{"formula": "C5H13N3", "method": "wB97M-V/def2-TZVPD", "orbital_gap_ev": 12.26, "charge": 2, "e_homo_ev": -19.388, "elements": ["N", "N", "N", "C", "C", "C", "C", "C", "H", "H", "H", "H", "H", "H", "H", "H", "H", "H", "H", "H", "H"], "positions_angstrom": [[2.42, -0.84, 0.01], [-1.63, 0.09, 0.25], [0.15, -0.92, -0.86], [1.31, 1.53, -0.52], [-1.12, -0.71, -0.57], [-3.13, 0.13, 0.43], [1.56, -0.50, 1.15], [1.23, 0.09, -0.13], [-3.44, 1.10, 0.92], [2.39, -1.81, -0.46], [1.59, 1.71, -1.62], [-1.03, 0.79, 0.81], [-3.67, 0.07, -0.49], [0.29, 1.83, -0.62], [0.33, -1.30, -1.77], [-3.54, -0.62, 1.00], [3.44, -0.55, -0.07], [1.80, 2.20, 0.13], [-1.71, -1.45, -1.16], [0.79, -1.06, 1.70], [1.98, 0.22, 1.89]], "lowdin_charge": [0.1827, 0.0747, 0.1616, 0.0316, -0.1640, 0.0279, -0.0086, -0.3070, 0.1334, 0.2242, 0.1562, 0.2097, 0.0997, 0.0782, 0.1593, 0.0728, 0.2328, 0.1031, 0.2013, 0.1609, 0.1696]}

Most stable to least stable, the ends of the list are run 3 and run 1.

Run 1
{"formula": "C2H16ClO6", "method": "wB97M-V/def2-TZVPD", "orbital_gap_ev": [10.83, 4.79], "multiplicity": 2, "e_homo_ev": [-10.626, -10.591], "elements": ["Cl", "O", "O", "O", "O", "O", "O", "C", "C", "H", "H", "H", "H", "H", "H", "H", "H", "H", "H", "H", "H", "H", "H", "H", "H"], "positions_angstrom": [[-0.09, -1.27, -0.24], [1.47, -0.06, 2.28], [-2.19, 1.34, -0.10], [0.48, 0.94, -2.74], [0.49, -4.57, 0.49], [1.63, -1.89, -2.99], [2.77, 0.34, -1.10], [-2.70, 2.13, 0.95], [-1.70, 1.98, 2.08], [-1.77, 0.54, 0.23], [1.82, 0.79, 2.02], [-2.80, 3.19, 0.69], [1.06, -0.40, 1.48], [-0.68, 2.24, 1.78], [-1.62, 0.97, 2.46], [0.54, -3.65, 0.25], [2.65, 1.07, -0.49], [0.00, 0.34, -2.18], [1.94, 0.29, -1.59], [-1.95, 2.56, 2.97], [1.22, -2.73, -3.21], [0.61, 0.45, -3.55], [1.48, -1.80, -2.05], [-3.70, 1.85, 1.26], [1.03, -4.64, 1.28]], "lowdin_spin": [0.8877, 0.0100, 0.0064, 0.0082, 0.0044, 0.0028, 0.0718, 0.0007, -0.0001, 0.0011, -0.0001, 0.0003, 0.0037, 0.0000, -0.0001, 0.0018, -0.0009, 0.0005, -0.0010, 0.0000, 0.0001, 0.0000, 0.0020, 0.0004, 0.0001]}

Run 2
{"formula": "C2H16ClO6", "method": "wB97M-V/def2-TZVPD", "orbital_gap_ev": [10.90, 4.38], "multiplicity": 2, "e_homo_ev": [-10.791, -10.779], "elements": ["Cl", "O", "O", "O", "O", "O", "O", "C", "C", "H", "H", "H", "H", "H", "H", "H", "H", "H", "H", "H", "H", "H", "H", "H", "H"], "positions_angstrom": [[-0.30, 0.70, -0.58], [1.02, 3.11, -2.39], [-0.86, 3.60, 1.03], [0.17, 0.63, -4.10], [2.06, -0.66, 1.36], [-2.54, -1.11, 0.46], [1.59, -1.58, -1.97], [1.50, -1.50, 2.31], [-2.04, -1.54, 1.71], [2.02, -1.59, 3.27], [0.99, -2.22, -2.36], [0.69, 2.39, -1.85], [-1.67, -0.73, 2.35], [1.32, 3.76, -1.76], [-0.17, -0.15, -4.53], [-1.79, -0.64, 0.09], [1.04, -1.03, -1.42], [0.51, -1.14, 2.58], [-1.55, 3.69, 1.68], [-2.77, -2.22, 2.15], [1.33, -0.30, 0.85], [-0.06, 0.52, -3.18], [-0.78, 2.66, 0.88], [-1.16, -2.15, 1.50], [1.46, -2.51, 1.91]], "lowdin_spin": [0.7960, 0.0202, 0.0024, 0.0005, 0.0094, 0.1149, 0.0099, 0.0016, 0.0094, 0.0005, 0.0003, 0.0033, 0.0051, 0.0000, 0.0000, 0.0107, 0.0052, 0.0007, 0.0000, 0.0027, 0.0061, -0.0007, -0.0001, 0.0018, 0.0002]}

Most stable to least stable, the ends of the list are run 1 and run 2.

Run 1
{"formula": "H33O16", "method": "wB97M-V/def2-TZVPD", "orbital_gap_ev": 10.45, "charge": 1, "e_homo_ev": -12.836, "elements": ["O", "O", "O", "O", "O", "O", "O", "O", "O", "O", "O", "O", "O", "O", "O", "O", "H", "H", "H", "H", "H", "H", "H", "H", "H", "H", "H", "H", "H", "H", "H", "H", "H", "H", "H", "H", "H", "H", "H", "H", "H", "H", "H", "H", "H", "H", "H", "H", "H"], "positions_angstrom": [[-1.66, -2.89, -0.03], [2.79, -2.93, -2.81], [2.49, 3.50, 1.66], [-2.69, -3.67, 3.24], [1.84, -0.71, 1.88], [-2.68, 2.58, -3.89], [-0.01, 4.32, 2.09], [-0.09, 1.06, -0.96], [-0.87, -1.00, 1.73], [-3.35, -1.62, -1.51], [1.59, -2.92, -0.67], [-1.52, 3.07, -1.35], [4.20, -1.79, 2.92], [-2.36, 4.85, 1.05], [0.00, -3.23, -2.83], [2.18, 1.51, 0.57], [0.01, 5.27, 1.97], [-1.62, -0.64, 2.23], [0.72, -2.68, -3.33], [2.28, -1.54, 1.66], [1.53, 1.61, -0.22], [-0.12, -3.98, -3.55], [2.10, 0.49, 0.98], [-2.24, 3.10, -4.67], [-2.23, -3.53, 0.50], [3.24, -2.18, -3.22], [0.92, -0.96, 1.86], [-1.77, 5.23, 0.26], [-0.64, 1.87, -1.13], [-3.32, -2.94, 3.66], [1.01, -3.32, -1.34], [-0.58, 0.27, -0.84], [-1.97, -3.13, 2.93], [-2.71, -2.12, -0.97], [4.19, -2.76, 3.05], [-2.10, 2.60, -0.76], [2.46, 2.44, 1.38], [-0.96, 3.93, 2.02], [-3.50, -2.31, -2.22], [1.91, -2.14, -1.04], [-0.96, -3.46, -0.08], [-2.12, 3.50, -2.03], [3.39, -3.85, -2.89], [1.52, 3.80, 1.76], [-2.23, 1.70, -4.22], [5.16, -1.70, 2.82], [2.81, 3.43, 2.58], [-3.11, 5.25, 0.83], [-0.96, -1.39, 0.93]], "lowdin_charge": [-0.0229, -0.1355, 0.1403, -0.0939, -0.0257, -0.1380, -0.0706, -0.0526, 0.0049, -0.1092, -0.0597, -0.0521, -0.0631, -0.0419, -0.1395, -0.0740, 0.0583, 0.0905, 0.0784, 0.0510, 0.1065, 0.1246, 0.0970, 0.0980, 0.1280, 0.0495, 0.0123, 0.1360, -0.0235, 0.1193, -0.0116, 0.0195, -0.0243, -0.0520, 0.0577, 0.0564, 0.0133, 0.1163, 0.0628, -0.0260, 0.0139, 0.0915, 0.1860, 0.0854, 0.1037, 0.0524, 0.1486, -0.0320, -0.0540]}

Run 2
{"formula": "H33O16", "method": "wB97M-V/def2-TZVPD", "orbital_gap_ev": 10.58, "charge": 1, "e_homo_ev": -13.085, "elements": ["O", "O", "O", "O", "O", "O", "O", "O", "O", "O", "O", "O", "O", "O", "O", "O", "H", "H", "H", "H", "H", "H", "H", "H", "H", "H", "H", "H", "H", "H", "H", "H", "H", "H", "H", "H", "H", "H", "H", "H", "H", "H", "H", "H", "H", "H", "H", "H", "H"], "positions_angstrom": [[1.64, 1.73, 1.23], [1.87, 0.34, -3.05], [1.53, -3.36, 3.99], [-3.15, -3.09, -3.43], [-0.32, 2.53, -2.32], [-3.60, 0.77, 0.62], [-4.96, -0.44, -1.54], [2.61, 2.20, -1.16], [-3.43, 2.70, 2.10], [-0.77, 2.88, 2.69], [1.06, -0.53, 1.83], [2.88, -2.34, 2.01], [2.96, -3.83, -0.96], [-0.27, -1.98, -2.40], [0.73, 3.91, 0.33], [1.81, -1.56, -0.57], [3.48, -2.30, 2.77], [-4.53, 0.07, -0.86], [-0.20, 2.36, -3.26], [0.85, -3.79, 4.53], [-3.93, -2.74, -2.97], [1.07, 0.25, -2.54], [-5.16, -0.03, -2.38], [2.84, 1.51, -1.82], [-3.82, 3.55, 2.34], [-1.53, 3.48, 2.68], [1.41, 0.55, 1.43], [2.93, -4.37, -1.77], [3.20, -2.92, -1.21], [-3.15, -3.90, -2.88], [1.60, -0.76, -1.06], [-0.23, 2.70, 3.46], [-0.50, 3.44, -2.10], [1.71, 0.43, -4.00], [-4.21, 2.31, 1.73], [-2.99, 0.27, 0.08], [1.99, 2.86, -1.48], [0.86, -0.40, 2.78], [1.70, -1.36, 1.88], [-0.96, -1.93, -3.12], [0.53, 3.57, 1.20], [2.27, 2.08, 0.50], [-3.90, 0.20, 1.32], [2.65, -3.24, 1.76], [-0.20, -2.84, -1.95], [2.38, -3.52, 4.40], [0.93, -1.99, -0.41], [1.57, 4.40, 0.30], [0.74, 2.15, 1.28]], "lowdin_charge": [0.0205, -0.0393, -0.0571, -0.0657, -0.0517, -0.0368, -0.0599, -0.0527, -0.0688, -0.0478, 0.0327, -0.0241, -0.0878, -0.0848, -0.0480, -0.0643, 0.0857, -0.0303, 0.0412, 0.0632, 0.0261, 0.0150, 0.0477, 0.0542, 0.0511, 0.0544, 0.0674, 0.0504, 0.0307, 0.0566, 0.0167, 0.0684, 0.0412, 0.0731, 0.0277, 0.0611, 0.0256, 0.1207, 0.0689, 0.0637, -0.0048, 0.1056, 0.0713, 0.0783, 0.0486, 0.0406, 0.0644, 0.0805, 0.0705]}

Most stable to least stable, the ends of the list are run 2 and run 1.